{
  "formula": "C52H78O39",
  "method": "ωB97M-V/def2-TZVPD",
  "symbols": ["H", "H", "C", "O", "H", "C", "H", "H", "H", "H", "C", "H", "C", "H", "O", "H", "H", "O", "H", "C", "C", "O", "C", "O", "H", "O", "H", "H", "C", "H", "C", "H", "H", "H", "H", "H", "C", "O", "O", "O", "O", "H", "O", "H", "H", "C", "O", "C", "O", "H", "C", "C", "H", "O", "H", "H", "H", "H", "H", "C", "C", "H", "H", "H", "C", "H", "O", "O", "O", "C", "O", "C", "O", "H", "O", "H", "H", "H", "C", "H", "C", "O", "C", "H", "C", "C", "H", "O", "H", "H", "H", "C", "H", "O", "H", "C", "H", "H", "H", "H", "H", "H", "O", "O", "H", "H", "C", "C", "H", "C", "H", "H", "C", "C", "C", "H", "O", "H", "O", "C", "O", "H", "H", "C", "H", "H", "H", "H", "C", "C", "O", "O", "H", "C", "C", "C", "H", "O", "H", "H", "C", "C", "C", "C", "O", "O", "H", "H", "O", "C", "H", "O", "O", "O", "H", "H", "C", "H", "H", "C", "C", "C", "C", "O", "C", "O", "C", "H", "C"],
  "xyz": [[-0.095, 3.746, 1.525], [-0.842, 2.405, -4.142], [-7.309, 4.168, -3.268], [2.429, -2.432, 7.526], [-1.642, 1.673, 4.460], [-2.745, -7.226, 1.822], [-4.333, -3.088, -4.237], [3.782, 4.311, -0.169], [2.154, 0.118, 2.913], [3.375, 5.724, 1.994], [-2.608, -1.209, 4.200], [-5.389, 0.731, -1.397], [1.781, -0.570, 3.671], [-2.944, -1.271, -5.335], [0.750, 3.408, -7.959], [-5.281, -1.991, 5.375], [-2.712, 3.335, -3.199], [4.956, 0.663, -3.993], [-4.998, 2.617, -3.080], [1.174, 0.414, -0.037], [-1.001, -1.027, -0.125], [1.541, 4.270, -2.166], [-3.411, -1.207, 6.287], [-6.378, 3.802, -2.395], [7.624, 0.645, -5.763], [2.514, -3.868, 1.970], [5.684, 2.738, -5.973], [3.718, -1.690, 3.861], [5.398, -0.814, -0.873], [-2.076, 3.386, 4.465], [-1.779, 5.113, -2.309], [4.879, 5.100, 2.722], [-0.839, -0.864, 0.940], [0.745, -4.610, 1.851], [6.121, 0.298, -6.471], [5.301, 0.254, -1.068], [6.637, 0.256, -5.512], [-0.261, 4.386, -0.802], [3.747, -0.842, 6.548], [-1.587, -2.351, -4.438], [4.409, -4.129, 3.182], [2.741, -6.148, 0.133], [-4.940, 2.313, 1.961], [-0.909, -7.179, 2.789], [1.735, 0.242, -5.144], [0.130, -0.405, -0.836], [3.236, 4.577, 3.852], [-4.593, -1.615, -2.719], [2.319, -2.002, 5.344], [0.721, 1.330, 0.343], [-1.588, 2.652, 2.584], [-3.687, -2.454, -3.630], [6.333, -2.609, -1.494], [-2.880, -6.064, 1.030], [-0.138, 4.134, 3.242], [5.606, -1.659, -2.823], [1.128, -0.057, 4.377], [1.583, -0.151, 0.801], [-2.166, -8.012, 1.337], [-2.315, -4.997, 1.565], [-0.010, 2.267, -4.832], [-1.770, -6.904, 5.191], [1.192, -2.888, -0.145], [3.381, -1.032, -0.947], [2.792, -1.776, 6.562], [-2.723, -1.729, 6.953], [-0.515, 0.497, -1.655], [-1.880, -0.952, 3.211], [-2.657, 2.597, 1.714], [3.114, 3.736, 0.473], [0.001, 3.279, -5.826], [4.079, 1.701, -3.701], [2.061, 2.874, 4.688], [-1.883, 6.197, -2.356], [-2.558, 1.372, -1.925], [0.878, 2.226, -4.201], [1.027, -4.408, -0.990], [3.166, 0.742, 5.590], [-1.806, 0.523, -1.443], [3.019, 2.890, -0.208], [3.810, 4.929, 2.599], [-2.562, -0.556, 5.322], [2.723, 3.399, 3.802], [-7.745, 1.321, -2.762], [6.163, 1.170, -4.410], [-7.107, 1.943, -3.390], [4.792, 3.230, 1.934], [-0.837, -4.206, -3.305], [7.195, -1.208, -2.042], [-5.550, -2.087, -2.499], [0.576, -0.462, -4.142], [1.597, -3.898, -0.213], [-4.849, -0.673, 7.799], [2.974, 1.626, -3.196], [-1.336, 4.810, 2.226], [0.717, -0.145, -5.175], [6.853, 1.086, -3.571], [-2.415, -0.601, -3.778], [4.230, -2.576, -0.285], [-3.319, -6.474, 4.560], [-2.751, 4.596, -4.146], [4.636, 0.151, 4.941], [-1.921, -5.300, 2.776], [3.308, -5.797, 2.184], [-0.977, -2.108, -0.265], [6.671, 3.181, -4.586], [-0.177, 1.007, -5.670], [-2.197, 2.445, 3.928], [-1.254, 0.845, -5.712], [1.619, -4.648, 1.200], [0.572, -1.157, -1.489], [-4.171, -1.383, -1.741], [5.222, -0.656, 1.370], [-1.862, -6.681, 2.965], [-3.816, 2.313, 2.430], [2.619, -3.871, -0.590], [6.094, -0.833, 0.357], [-2.232, 3.656, -0.800], [-3.536, -2.256, 4.307], [5.817, 2.581, -4.902], [-3.568, 2.336, 3.675], [2.153, 4.245, 0.543], [-6.800, 1.310, -4.222], [3.672, -0.186, 5.323], [1.139, -1.353, 3.268], [1.941, 0.763, -0.729], [6.756, -0.790, -5.231], [-2.786, -8.088, 4.392], [2.344, -5.932, 1.125], [0.306, 4.421, -2.012], [-2.783, -3.195, -2.859], [4.042, -0.996, 0.922], [-5.017, -0.701, -3.135], [-2.428, -7.060, 4.336], [3.508, -4.565, 2.509], [-2.856, 4.409, -3.078], [-3.900, 4.589, -2.823], [-2.242, -3.904, 0.987], [-0.917, 1.813, 2.401], [-4.891, 0.386, 6.452], [-4.236, -2.274, 5.508], [-5.942, 2.460, -2.559], [3.776, 3.619, 1.857], [-5.729, 1.753, -1.233], [5.513, -0.226, 2.476], [-2.110, -0.468, -0.627], [-4.973, 2.247, -0.623], [-3.674, -7.665, 2.186], [0.187, 1.422, -6.975], [-1.634, 4.564, -0.877], [0.671, -0.959, -5.898], [-7.731, 5.340, -3.299], [-7.751, 3.131, -3.865], [4.626, 2.816, -4.121], [1.667, -6.739, 1.405], [-4.303, -3.261, 5.967], [-4.198, -0.169, 7.085], [-2.007, 5.317, -0.182], [-3.544, 0.516, 7.624], [-2.679, -1.517, -4.307], [6.191, -1.610, -1.905], [-1.630, -3.330, -3.524], [0.396, 2.743, -6.979], [2.960, 2.800, 2.646], [4.175, -1.490, -0.357], [-0.521, 4.761, -2.917], [2.962, -1.161, 4.441], [-6.659, 1.785, -0.664], [-0.758, 3.898, 2.377]],
  "forces_ev_per_a": [[-0.1, 0.2, 0.0], [-0.1, 0.2, -0.3], [-0.8, 5.2, 2.4], [1.0, 2.0, -2.5], [-1.1, -0.4, 0.2], [0.8, 0.0, 0.9], [0.6, -0.1, -0.5], [-0.1, 0.7, 0.1], [0.0, 0.0, 0.0], [-0.6, 0.2, 0.9], [1.1, -1.0, -3.3], [-0.2, 0.0, 0.0], [-0.8, -0.1, -0.9], [-0.3, 0.3, 0.1], [-0.7, -2.1, 2.7], [0.0, 0.4, -0.3], [0.2, -0.2, 1.2], [-3.5, -0.2, 1.8], [0.1, -0.9, -0.3], [-0.5, -0.5, -0.4], [2.5, -2.6, 2.7], [-3.7, 0.0, 0.4], [-0.6, -0.1, 1.9], [1.1, 1.2, 1.7], [0.4, -0.3, -0.1], [0.9, 2.9, 0.8], [-0.5, -0.4, 0.1], [0.3, -0.7, -1.0], [1.4, -1.0, 0.1], [0.0, -0.1, 0.5], [-1.1, -0.6, -0.1], [-0.2, 0.8, 0.5], [-0.8, 0.1, 0.3], [-0.7, -0.5, -0.9], [-0.6, 0.2, 0.4], [-0.6, -0.1, -0.7], [1.5, 0.3, -0.7], [1.2, -0.9, 1.5], [0.3, 0.0, 0.2], [2.8, -1.1, -0.4], [-0.8, 0.1, -0.2], [0.6, 0.1, 0.3], [2.3, -0.6, 0.4], [0.7, 1.0, 0.3], [0.1, 0.1, -0.3], [2.3, 0.2, -0.1], [0.3, 2.7, 0.5], [-1.3, -0.4, 0.6], [0.4, -0.3, -1.7], [-0.3, -0.1, 0.1], [2.1, -0.3, -0.2], [-0.9, 3.1, 1.2], [-0.1, -0.1, -0.1], [-1.0, -1.0, -1.9], [0.1, -0.4, 0.2], [0.3, 0.0, -0.1], [0.3, 0.3, 0.1], [0.2, -0.1, -0.2], [-0.3, 0.2, -0.6], [-0.6, 3.0, -2.6], [-0.3, -0.5, 0.6], [0.3, 0.0, -0.3], [0.2, -0.1, 0.3], [-0.7, -1.1, 0.0], [-0.7, -3.1, 5.6], [0.0, 0.0, 0.1], [0.5, 2.0, -2.3], [-2.7, -1.1, 3.2], [-2.1, -0.7, -1.0], [1.3, 0.4, -0.4], [0.6, 0.7, 0.8], [-1.1, -1.0, 0.1], [0.9, 0.4, -0.7], [0.1, 0.0, 0.0], [1.3, -2.3, 1.0], [0.4, 0.4, -0.4], [-0.3, -0.2, 0.2], [-1.0, 0.8, -0.7], [-1.8, 2.4, -1.0], [-0.2, -0.7, 0.8], [1.5, -0.3, -0.7], [-0.4, 0.3, 0.7], [-2.1, -2.4, 1.3], [-0.5, 0.4, 0.0], [0.5, -1.0, -2.2], [0.7, -0.9, -0.2], [-0.1, -0.5, -0.8], [-0.1, 1.1, -0.4], [-0.2, 0.2, -0.3], [0.2, -0.8, 0.1], [-0.7, -0.1, -0.2], [-0.7, -0.9, 1.0], [0.2, -0.2, 0.2], [2.2, -0.6, -0.6], [-0.3, -0.2, -0.2], [0.0, 0.6, -0.8], [0.2, 0.6, 0.0], [-0.2, -0.1, 0.4], [0.0, 0.1, -0.6], [-0.1, 0.3, -0.3], [-0.1, 1.1, -0.2], [0.3, -0.3, 0.1], [1.9, 1.3, 1.6], [1.0, -3.4, -0.8], [-0.5, 0.0, 0.0], [-0.6, 0.7, 0.1], [-0.3, -0.3, 1.3], [1.3, 2.1, 1.1], [0.0, -0.8, 0.0], [0.0, 2.6, -1.8], [0.6, 0.1, 0.0], [0.4, 0.0, -0.3], [2.3, 0.9, 0.9], [-1.5, -2.3, 0.9], [-2.4, 1.8, -4.0], [0.0, 0.1, 0.3], [2.2, 0.7, 2.0], [0.4, -0.2, 0.3], [1.7, 0.4, -2.6], [1.0, -0.6, 1.5], [0.1, -1.6, 3.5], [0.1, 0.0, 0.0], [-0.1, 0.3, -0.2], [1.4, 0.0, -0.1], [0.4, -0.1, -0.4], [0.2, -0.2, 0.1], [-0.1, 0.1, 0.3], [0.4, -0.2, -0.3], [-0.9, -1.4, 0.8], [5.9, -0.1, 0.9], [-0.4, -1.5, 1.1], [-1.8, 0.6, 2.3], [0.9, 0.3, -0.6], [-0.2, 0.3, 0.4], [0.1, 1.2, 0.2], [-0.4, -0.6, -2.0], [0.2, 0.3, 0.4], [0.1, -3.0, 2.0], [0.0, -0.3, -0.3], [0.2, 0.2, -0.2], [0.1, 1.7, 0.9], [0.2, 0.4, 0.0], [-0.3, -0.4, -2.1], [-0.1, 0.5, -0.1], [-1.0, -0.9, -1.4], [-3.7, 1.0, -0.3], [0.0, 0.0, -0.2], [-0.3, 0.5, -0.3], [1.0, -0.3, -0.4], [-1.6, 1.1, -1.3], [0.0, -0.2, 0.4], [1.1, -3.6, -0.7], [-1.5, -2.5, -2.2], [0.5, 1.9, -0.7], [0.3, -0.3, -0.1], [0.7, 0.0, 0.0], [-0.2, -0.4, -0.4], [0.3, -0.2, 0.3], [0.0, -0.1, -0.1], [-1.5, -0.1, -1.7], [-0.5, 0.2, 0.6], [0.0, -0.8, 0.3], [0.1, 2.3, -3.4], [-0.6, -1.2, 0.6], [-1.5, 0.6, -2.6], [-1.4, 0.6, -1.7], [-1.9, 1.6, 0.9], [0.0, -0.2, 0.0], [0.3, 0.5, 0.1]],
  "mulliken_charge": [0.094, -1.020, 0.644, -0.500, 0.177, -0.530, 0.415, 0.536, -0.231, 0.300, 0.356, 0.056, -0.618, 0.502, -0.623, 0.302, -0.206, -0.226, -0.380, 0.677, 0.230, -0.636, 0.427, -0.414, 0.462, 0.023, 0.343, -0.113, 0.892, 0.386, 0.356, 0.410, -0.834, 0.295, 0.355, 0.243, -1.637, -0.112, -0.270, -0.341, -0.588, 0.306, -0.609, 0.048, 0.223, 1.135, -0.352, -1.150, -0.159, -0.124, 2.085, 0.402, 0.461, -0.352, 0.546, 0.264, 0.662, -0.517, 0.305, 0.516, 1.860, 0.360, 0.037, 0.047, 0.522, 0.231, 0.048, -0.220, -0.088, -1.103, -0.398, 0.199, -0.618, 0.342, -0.090, -0.639, 0.647, 0.096, -0.304, -0.253, -0.644, -0.365, 0.373, 0.295, 0.560, -0.250, 0.371, -0.607, 0.355, 0.525, -0.108, -1.672, 0.422, 0.018, 0.392, -0.938, 0.282, -0.380, 0.049, 0.385, 0.470, 0.380, -0.204, -0.400, 0.109, 0.327, 0.984, -0.321, 0.136, 0.563, 0.499, 0.054, 0.155, 0.771, 0.385, 0.485, -0.467, -0.265, -0.354, -0.545, -0.345, 0.296, 0.308, -0.042, 0.137, -0.444, 0.335, 0.412, -0.557, 0.569, -0.360, 0.332, 0.220, -1.605, 0.445, -1.207, 0.565, -0.448, -0.905, 0.342, -0.408, 1.214, 0.482, -1.069, -0.629, -0.081, -0.017, 0.333, -0.401, -0.070, 0.417, -0.637, -0.332, -0.330, 0.357, 0.305, -1.488, 0.505, 0.363, 0.098, -1.677, 0.644, 0.449, 0.201, -0.047, -0.323, 0.950, 0.556, -1.809],
  "e_above_lowest_kj_mol": 154.02,
  "largest_force_ev_per_a": 6.40,
  "energy_ha": -4962.29110,
  "total_charge": 1,
  "multiplicity": 2
}